{"formula": "C14H16", "method": "ωB97M-V/def2-TZVPD", "elements": ["C", "C", "C", "C", "C", "C", "C", "H", "H", "H", "H", "H", "H", "H", "H", "C", "C", "C", "C", "C", "C", "C", "H", "H", "H", "H", "H", "H", "H", "H"], "coordinates": [[3.47935, 0.12229, -0.17434], [0.70308, 0.09629, -2.74904], [1.76177, -0.36500, -1.98756], [0.25567, 1.40647, -2.61062], [2.48312, 0.52638, -1.23379], [1.08652, 2.35324, -1.90837], [2.31379, 1.95569, -1.35293], [0.04928, -0.33139, -3.40743], [1.78850, -1.38563, -1.96046], [-0.78045, 1.66841, -2.87943], [0.80122, 3.40816, -1.75040], [3.95706, -0.76419, -0.62438], [3.00012, -0.02807, 0.76769], [2.92535, 2.58490, -0.90103], [4.32195, 0.64171, 0.16605], [-2.16661, -2.12517, -0.32401], [-0.67769, -0.88356, 1.41478], [-1.92047, -1.03507, 0.76331], [-0.51034, -0.20836, 2.60163], [-1.55557, 0.39224, 3.21581], [-2.98759, -0.40958, 1.52507], [-2.86716, 0.29721, 2.70739], [0.04692, -1.46089, 0.93588], [0.53432, -0.32778, 2.93283], [-3.21571, -2.35771, -0.16017], [-1.63988, -3.12168, -0.23590], [-1.40734, 1.01576, 4.14748], [-3.97939, -0.76543, 1.29117], [-3.65750, 0.87486, 3.14904], [-2.14234, -1.77410, -1.35825]], "forces_ev_per_angstrom": [[-0.20, -2.53, -1.54], [-0.22, 3.43, 1.10], [-0.89, 1.87, -0.46], [1.09, 1.56, 1.56], [1.72, 3.02, 0.78], [0.02, -0.13, -0.35], [-5.00, -4.81, -2.53], [-1.03, -2.69, -1.30], [1.06, -2.61, 0.46], [0.83, 0.04, -0.34], [-0.09, -0.64, -0.44], [-0.30, -0.44, 1.01], [-0.76, -0.95, 0.53], [2.65, 2.73, 2.08], [1.09, 2.11, -0.52], [-0.75, 0.34, 0.78], [-2.49, -0.42, -1.71], [-0.07, 0.18, 2.67], [2.11, -1.08, -0.77], [-1.21, 2.08, 2.17], [-0.32, -1.97, -1.40], [2.44, 0.15, -0.86], [1.87, -0.51, -0.26], [-0.74, 0.78, 0.64], [-0.26, -0.33, -0.18], [-0.08, 1.47, 0.18], [-0.03, -0.94, -1.06], [-0.47, 0.49, -0.58], [-0.41, -0.35, 0.19], [0.45, 0.13, 0.14]], "homo_energy_ev": -8.777, "spin_multiplicity": 1, "total_energy_ev": -14775.0193, "orbital_gap_ha": 0.3550, "e_lumo_ev": 0.88}